This record from OMol25 describes a cluster of 4 separate species, C34H42BFIN3O11 in total at a distorted geometry. The level of theory is the ωB97M-V functional and the def2-TZVPD basis.

CARTESIAN COORDINATES (ANGSTROEM)
C1 5.183 0.585 1.779
C2 4.500 1.728 2.558
C3 3.069 1.345 3.016
C4 2.143 1.364 1.777
C5 0.832 0.579 1.943
C6 -0.106 0.901 0.738
C7 -0.702 -0.312 -0.022
C8 -0.031 -0.694 -1.365
C9 0.962 0.267 -2.014
B1 0.306 1.569 -2.638
O1 1.022 2.472 -3.400
O2 -1.027 1.822 -2.392
C10 0.732 -2.052 -1.085
C11 1.939 -2.065 -0.174
C12 1.768 -3.053 0.967
O3 0.986 -3.875 0.987
I1 3.064 -2.906 2.715
C13 0.911 -2.670 -2.466
O4 1.780 -3.294 -2.892
O5 -0.226 -2.339 -3.106
C14 -0.977 -1.297 -2.434
C15 -2.304 -1.913 -1.954
C16 -2.762 -3.087 -2.799
F1 -3.274 -0.921 -2.118
H1 4.752 0.507 0.778
H2 6.245 0.786 1.640
H3 4.977 -0.342 2.313
H4 4.450 2.637 1.952
H5 5.089 1.921 3.459
H6 3.092 0.379 3.513
H7 2.734 2.158 3.662
H8 2.691 1.045 0.884
H9 1.876 2.412 1.608
H10 0.366 0.968 2.853
H11 0.973 -0.489 2.112
H12 0.403 1.627 0.106
H13 -0.957 1.431 1.170
H14 -0.726 -1.158 0.667
H15 -1.753 -0.070 -0.200
H16 1.692 0.617 -1.275
H17 1.560 -0.196 -2.809
H18 0.634 3.336 -3.198
H19 -1.472 2.147 -3.186
H20 -0.090 -2.669 -0.703
H21 2.248 -1.085 0.185
H22 2.783 -2.439 -0.771
H23 -1.260 -0.652 -3.268
H24 -2.301 -2.202 -0.901
H25 -2.104 -3.940 -2.665
H26 -3.748 -3.361 -2.412
H27 -2.897 -2.826 -3.847
C17 6.764 -3.829 8.104
C18 7.223 -2.530 8.279
C19 6.528 -1.467 7.725
C20 5.376 -1.721 7.002
C21 4.910 -3.010 6.813
C22 5.611 -4.068 7.368
N1 4.622 -0.594 6.431
O6 5.067 0.528 6.596
O7 3.596 -0.851 5.827
H28 7.306 -4.657 8.542
H29 8.122 -2.346 8.851
H30 6.888 -0.458 7.862
H31 4.010 -3.199 6.244
H32 5.256 -5.081 7.230
C23 -0.506 8.958 -4.841
C24 -0.357 8.879 -3.462
C25 -0.678 7.708 -2.796
C26 -1.142 6.625 -3.523
C27 -1.302 6.692 -4.896
C28 -0.982 7.867 -5.556
N2 -1.461 5.373 -2.822
O8 -1.328 5.350 -1.614
O9 -1.838 4.426 -3.496
H33 -0.249 9.873 -5.359
H34 0.013 9.730 -2.907
H35 -0.561 7.649 -1.723
H36 -1.670 5.844 -5.456
H37 -1.099 7.932 -6.629
C29 -7.091 -2.381 -3.190
C30 -7.971 -3.040 -4.038
C31 -8.798 -4.035 -3.542
C32 -8.735 -4.355 -2.197
C33 -7.858 -3.711 -1.341
C34 -7.032 -2.719 -1.845
N3 -9.629 -5.394 -1.663
O10 -10.375 -5.955 -2.445
O11 -9.571 -5.630 -0.469
H38 -6.449 -1.600 -3.578
H39 -8.014 -2.775 -5.087
H40 -9.483 -4.547 -4.203
H41 -7.812 -3.970 -0.293
H42 -6.343 -2.204 -1.189

Its electronic energy is -74421.3287 eV. Its frontier orbital gap is 8.495 eV. Its SMILES is CCCCCCC[C@@]1(CB(O)O)[C@H](CC(=O)I)C(=O)O[C@H]1[C@H](C)F.O=[N+]([O-])c1ccccc1.O=[N+]([O-])c1ccccc1.O=[N+]([O-])c1ccccc1. The largest force on an atom is 5.03 eV/A.